1.
C47H57AsInN5O6 | ωB97M-V/def2-TZVPD

For the relative energy (zero: lowest compared OMol25 entry of this formula, charge and spin), the calculation gives 33.1 kJ/mol.

Each line ends with the Löwdin charge.
Geometry (Å):
In -0.8939 -1.1241 -1.4551  0.85
C -1.1061 -4.6778 -2.1196  -0.11
O -1.6711 -3.5030 -2.6769  -0.30
C -1.4681 -3.4344 -4.0749  -0.20
C -2.1383 -2.1949 -4.6004  -0.20
O -1.4327 -1.0627 -4.1318  -0.31
C -2.0860 0.1483 -4.4749  -0.10
H -1.5827 -5.5678 -2.5451  0.10
H -1.2804 -4.6434 -1.0467  0.07
H -0.0275 -4.7123 -2.2966  0.06
H -1.9063 -4.3161 -4.5601  0.13
H -0.3944 -3.4038 -4.2977  0.12
H -3.1783 -2.1608 -4.2532  0.13
H -2.1372 -2.2085 -5.6977  0.14
H -2.1441 0.2568 -5.5631  0.09
H -1.5051 0.9607 -4.0464  0.06
H -3.0965 0.1741 -4.0536  0.09
C 2.2703 -5.0994 1.2997  -0.33
As 1.7683 -3.5480 0.2044  1.12
C 3.5311 -2.6994 0.1335  -0.32
C 0.9293 -2.4121 1.5945  -0.36
C 1.6259 -2.3727 2.9144  -0.31
C 2.7013 -1.5093 3.1301  -0.08
C 3.3365 -1.4565 4.3619  -0.09
C 2.9050 -2.2649 5.4062  -0.10
C 1.8365 -3.1278 5.2037  -0.09
C 1.2062 -3.1824 3.9685  -0.06
H 2.8579 -4.8107 2.1716  0.02
H 2.8515 -5.7840 0.6814  0.01
H 1.3716 -5.6177 1.6355  0.02
H 4.0087 -2.6845 1.1130  0.02
H 3.4168 -1.6808 -0.2383  0.01
H 4.1585 -3.2597 -0.5610  0.01
H -0.0969 -2.7714 1.7076  0.05
H 0.8781 -1.4162 1.1515  0.01
H 3.0216 -0.8590 2.3243  0.10
H 4.1625 -0.7724 4.5126  0.10
H 3.3935 -2.2173 6.3708  0.10
H 1.4816 -3.7559 6.0111  0.10
H 0.3560 -3.8411 3.8337  0.10
C -1.7812 7.7824 -0.3713  -0.07
C -2.5227 6.4953 -0.7019  -0.21
N -2.6198 5.5835 0.4304  -0.05
C -3.5062 5.9758 1.5281  -0.20
C -2.7470 6.2932 2.8076  -0.06
C -2.1439 4.3137 0.4617  -0.40
O -2.4850 3.5214 1.3300  0.05
C -1.1596 3.8675 -0.5780  -0.11
C -0.0426 4.5932 -0.9629  -0.01
C 0.8265 4.0410 -1.8889  -0.05
C 0.5451 2.7813 -2.3925  -0.13
N -0.5134 2.0646 -2.0185  0.06
C -1.3328 2.5978 -1.1192  -0.07
H -1.7506 8.4337 -1.2453  0.08
H -0.7571 7.5807 -0.0551  0.07
H -2.2768 8.3267 0.4333  0.07
H -2.0459 5.9798 -1.5315  0.11
H -3.5396 6.7346 -1.0284  0.12
H -4.2126 5.1645 1.7062  0.12
H -4.0699 6.8457 1.1887  0.12
H -2.1946 5.4174 3.1447  0.07
H -3.4418 6.5828 3.5966  0.08
H -2.0427 7.1116 2.6528  0.07
H 0.1552 5.5682 -0.5362  0.11
H 1.7101 4.5742 -2.2120  0.11
H 1.2040 2.3236 -3.1228  0.10
H -2.1741 1.9914 -0.8029  0.11
N 5.8259 -2.2848 -6.4219  0.17
C 5.2587 -1.2411 -5.7579  -0.50
O 5.6726 -0.1040 -5.8547  0.07
C 4.0871 -1.5755 -4.8747  -0.14
C 3.8354 -2.8476 -4.3768  -0.01
C 2.7303 -3.0311 -3.5574  -0.15
N 1.8945 -2.0517 -3.2312  0.06
C 2.1444 -0.8376 -3.7087  -0.13
C 3.2262 -0.5464 -4.5234  0.01
H 6.5539 -2.0637 -7.0798  0.11
H 5.3514 -3.1640 -6.5143  0.09
H 4.4950 -3.6814 -4.5788  0.11
H 2.5182 -4.0034 -3.1234  0.10
H 1.4407 -0.0660 -3.4109  0.07
H 3.4154 0.4549 -4.8847  0.12
C -3.2986 -0.8164 -1.1692  -0.23
C -3.2637 -1.5401 0.0846  -0.41
C -2.9379 -0.8980 1.3006  -0.05
C -2.7241 -1.6077 2.4619  -0.03
C -2.8114 -3.0029 2.4675  -0.26
C -3.1297 -3.6649 1.2796  -0.04
C -3.3490 -2.9504 0.1204  -0.07
C -2.5397 -3.7382 3.6657  -0.21
N -2.2974 -4.3267 4.6262  0.14
H -3.5768 0.2312 -1.0678  0.03
H -3.8355 -1.3251 -1.9681  0.04
H -2.8507 0.1840 1.3199  0.11
H -2.4750 -1.0940 3.3801  0.09
H -3.2041 -4.7458 1.2750  0.12
H -3.5885 -3.4772 -0.7953  0.11
C 3.6922 2.9740 -0.1806  -0.05
O 2.6103 2.8174 0.7436  -0.04
C 2.0537 1.5940 0.7370  -0.52
O 2.3624 0.7303 -0.0463  0.08
H 4.0052 4.0100 -0.0927  0.09
H 3.3713 2.7513 -1.1962  0.08
H 4.5106 2.3051 0.0824  0.10
C 1.0909 1.4437 1.8031  0.12
C 0.3290 1.2146 2.7047  0.08
C -0.5742 0.9168 3.7798  -0.22
C -1.8119 1.5595 3.8492  -0.04
C -2.6890 1.2370 4.8720  -0.08
C -2.3416 0.2842 5.8218  -0.08
C -1.1056 -0.3443 5.7565  -0.07
C -0.2168 -0.0287 4.7414  -0.02
H -2.0761 2.2848 3.0921  0.09
H -3.6545 1.7235 4.9213  0.11
H -3.0374 0.0254 6.6093  0.10
H -0.8349 -1.0962 6.4859  0.11
H 0.7451 -0.5195 4.6835  0.09

Cartesian forces, eV/Å:
In 0.0014 0.1041 0.0759
C 0.0445 0.0060 0.0190
O -0.0428 0.0255 -0.0547
C -0.0122 0.0008 -0.0101
C 0.0251 -0.0361 0.0141
O -0.0343 0.0691 0.0052
C -0.0284 -0.0095 -0.0095
H -0.0031 0.0009 -0.0010
H 0.0019 -0.0041 0.0014
H -0.0082 0.0052 0.0046
H 0.0104 -0.0013 0.0023
H -0.0010 0.0003 0.0001
H 0.0014 0.0040 -0.0001
H 0.0028 -0.0057 0.0026
H 0.0015 0.0050 0.0014
H 0.0050 0.0027 -0.0072
H 0.0049 -0.0022 -0.0025
C 0.0071 0.0570 0.0872
As -0.0431 -0.0799 -0.0960
C 0.0171 -0.0065 -0.0274
C 0.0143 -0.0036 0.0825
C 0.0005 0.0079 -0.0184
C -0.0210 0.0018 -0.0209
C -0.0001 0.0092 0.0212
C 0.0075 0.0024 -0.0005
C -0.0007 -0.0097 -0.0128
C -0.0154 -0.0256 0.0157
H -0.0002 0.0030 0.0019
H 0.0047 0.0019 0.0013
H -0.0016 -0.0021 -0.0051
H 0.0014 -0.0044 -0.0059
H -0.0025 0.0016 -0.0001
H 0.0052 0.0019 -0.0033
H 0.0171 0.0070 -0.0288
H 0.0127 0.0026 -0.0331
H 0.0028 0.0067 0.0139
H 0.0036 0.0029 -0.0020
H 0.0048 0.0000 0.0031
H -0.0023 -0.0040 0.0032
H -0.0045 -0.0044 -0.0045
C -0.0040 -0.0021 -0.0020
C -0.0108 0.0011 -0.0182
N 0.0160 0.0303 0.0216
C -0.0045 -0.0015 0.0019
C -0.0004 -0.0059 -0.0111
C 0.0286 -0.0157 0.0424
O -0.0228 -0.0114 -0.0106
C -0.0017 -0.0168 -0.0365
C -0.0153 0.0124 0.0090
C 0.0120 -0.0086 0.0038
C 0.0109 0.0287 0.0308
N 0.0141 -0.0128 -0.0301
C -0.0116 -0.0125 0.0026
H 0.0011 0.0026 -0.0021
H 0.0019 -0.0017 0.0030
H -0.0015 0.0016 0.0034
H -0.0054 0.0027 0.0016
H -0.0005 -0.0018 -0.0049
H -0.0033 0.0051 -0.0005
H -0.0019 0.0021 0.0031
H 0.0034 -0.0038 0.0021
H -0.0046 0.0018 0.0042
H 0.0025 0.0051 0.0030
H 0.0014 -0.0008 0.0006
H 0.0060 -0.0033 -0.0010
H 0.0019 -0.0088 -0.0027
H -0.0040 -0.0001 0.0015
N 0.0002 -0.0009 -0.0023
C -0.0066 0.0059 0.0054
O 0.0037 -0.0070 -0.0035
C 0.0071 0.0090 -0.0080
C 0.0019 0.0001 0.0107
C 0.0644 0.0695 0.0392
N -0.0613 -0.1612 -0.0656
C -0.0358 0.0260 0.0451
C 0.0050 -0.0122 0.0074
H -0.0008 -0.0014 0.0009
H 0.0001 0.0029 0.0026
H 0.0011 -0.0035 0.0009
H -0.0034 -0.0043 -0.0203
H -0.0008 0.0102 -0.0102
H 0.0010 0.0014 -0.0001
C -0.0577 -0.1505 0.2345
C 0.0572 0.0818 -0.2182
C 0.0146 0.0244 0.0531
C -0.0014 -0.0266 -0.0059
C 0.0197 -0.0158 0.0726
C -0.0282 0.0103 -0.0804
C 0.0196 -0.0721 0.0526
C -0.0118 0.0313 -0.0296
N 0.0067 -0.0118 0.0103
H 0.0288 0.0175 -0.0836
H 0.0051 0.0319 -0.0243
H 0.0001 0.0040 0.0024
H -0.0004 0.0408 0.0134
H 0.0025 0.0007 0.0023
H -0.0076 -0.0049 -0.0093
C 0.0106 0.0261 -0.0188
O 0.0004 -0.0318 0.0063
C 0.1118 0.0445 0.0151
O -0.0556 -0.0089 0.0914
H 0.0014 0.0006 -0.0001
H -0.0094 -0.0001 -0.0100
H -0.0014 0.0014 -0.0031
C -0.0838 -0.0614 -0.0746
C -0.0039 -0.0065 -0.0185
C 0.0154 0.0553 -0.0065
C 0.0300 -0.0209 -0.0065
C -0.0063 -0.0031 0.0109
C -0.0041 0.0040 -0.0016
C 0.0036 -0.0077 -0.0136
C 0.0156 -0.0281 0.0148
H -0.0207 0.0071 0.0021
H -0.0032 0.0062 -0.0066
H -0.0036 0.0019 0.0014
H -0.0009 0.0001 0.0036
H -0.0029 0.0092 -0.0054



2.
C26H22GaN6O2 | ωB97M-V/def2-TZVPD

The charge is +1.

Each line ends with the Löwdin charge.
Geometry (Å):
Ga -1.4225 0.8214 -0.3858  0.56
C 4.5648 0.6462 -3.9441  -0.05
C 3.3597 0.4144 -3.1085  -0.24
C 3.1113 -0.8830 -2.5224  -0.02
C 2.0004 -1.0267 -1.7841  -0.01
C 0.9426 -0.0790 -1.7663  -0.20
N -0.1614 -0.3971 -1.0182  0.00
C -0.0148 -1.4684 -0.0905  -0.26
C -0.5014 -2.7403 -0.2610  -0.01
C -0.3178 -3.7234 0.6931  -0.01
C 0.4091 -3.4393 1.8809  -0.24
C 0.7230 -4.5591 2.8822  -0.05
C 0.7998 -2.1068 2.1014  0.03
C 0.5709 -1.1240 1.1567  -0.17
N 0.9368 0.1774 1.4699  -0.06
C 1.9635 0.5345 2.2259  -0.05
C 1.9851 1.8955 2.3302  -0.01
C 0.7495 2.3211 1.7312  -0.06
N 0.1896 1.2751 1.1373  0.02
C 1.1538 1.1439 -2.3723  -0.10
C 2.3338 1.3848 -3.0249  0.01
N 0.2026 2.2739 -2.4059  -0.02
C 0.2009 3.3034 -3.2848  0.02
C -0.8675 4.1693 -2.8620  0.01
C -1.4411 3.5548 -1.7595  -0.08
N -0.8203 2.3824 -1.5448  0.02
H 4.5296 1.5520 -4.5434  0.08
H 5.3813 0.7380 -3.2428  0.08
H 4.6651 -0.2320 -4.5923  0.09
H 3.9160 -1.6004 -2.4973  0.12
H 1.8051 -2.0079 -1.3183  0.13
H -1.0876 -2.9321 -1.1117  0.12
H -0.8394 -4.6732 0.6149  0.12
H 0.2935 -4.2759 3.8672  0.08
H 0.1725 -5.5538 2.6153  0.11
H 1.8217 -4.6844 2.8838  0.09
H 1.3451 -1.8111 2.9950  0.12
H 2.7325 -0.1141 2.6208  0.14
H 2.7692 2.4767 2.7555  0.10
H 0.4090 3.3414 1.5484  0.13
H 2.4711 2.3333 -3.5504  0.11
H 0.8177 3.2278 -4.1073  0.10
H -1.1341 5.0718 -3.3902  0.11
H -2.2395 3.8358 -1.1386  0.11
O -5.2870 0.3106 -0.9899  0.13
C -4.1982 0.4989 -0.4922  -0.51
O -3.1603 1.0222 -1.0858  -0.02
C -3.9120 0.1623 0.9994  -0.11
C -4.8288 -0.2616 1.9382  0.04
C -4.4398 -0.4226 3.2992  0.02
C -3.0953 -0.1563 3.5870  -0.02
C -2.1792 0.1795 2.5795  -0.05
N -2.5779 0.3438 1.2937  0.08
H -5.8322 -0.4047 1.6407  0.12
H -5.1177 -0.7820 4.0068  0.10
H -2.7376 -0.3029 4.5869  0.11
H -1.1131 0.3702 2.7544  0.11

Cartesian forces, eV/Å:
Ga 0.0400 0.7745 0.1564
C -0.0235 -0.3332 0.1648
C -2.2142 -0.2932 -0.1686
C 1.6553 3.0105 -0.4541
C -1.6722 -1.2129 0.1170
C 0.5882 -0.3891 0.8758
N -1.5872 -0.8080 0.1217
C 0.3891 1.4471 1.2804
C 0.0718 -0.0364 0.6114
C 0.3350 0.3826 1.5182
C -0.5338 -0.4787 -0.6880
C -1.3457 -0.4989 -0.4512
C 0.2479 -0.7359 0.0895
C -0.8189 -2.0466 -0.9565
N -0.4533 1.1576 -0.3148
C 1.7983 0.7972 0.3673
C -1.7432 0.5257 0.0091
C 2.0032 -0.2676 -0.6282
N -0.6315 -0.2686 0.1056
C -0.9512 1.1200 -0.1489
C 2.1814 -0.8211 -0.8896
N 0.0034 -0.9655 -0.3776
C -3.0147 0.2377 2.9855
C 1.6776 -0.7535 -1.1260
C 1.3362 -0.8027 -1.2676
N 0.0822 0.1188 1.1466
H -0.1414 -0.0010 -0.0223
H 0.7549 -0.1390 -0.2031
H 0.4775 0.3319 0.0450
H -0.0724 -0.3174 -0.2549
H 0.1842 0.7348 -0.1874
H -0.5049 -0.2958 -1.1587
H 0.3888 -0.0097 -0.2234
H 0.7587 -0.1721 -0.3756
H 1.2542 1.8116 0.1994
H -0.6432 -0.2428 0.4157
H -0.2853 -0.3119 0.1206
H -0.3196 -0.3258 -0.3459
H 0.0875 0.3417 0.3804
H -0.1019 -0.5082 0.1420
H 0.2109 -0.3596 0.3503
H 1.0696 0.4741 -1.4904
H -0.1170 -0.0281 0.2994
H -0.9344 0.3085 0.4507
O 0.8574 0.1220 0.6385
C -0.9409 -0.3219 0.3478
O 0.1572 -0.1132 -0.2978
C 1.5811 0.2393 -0.5906
C 0.8626 0.3175 1.2093
C 1.9399 0.7767 -3.0279
C -0.1316 -0.4028 -0.3523
C -0.6404 0.2159 -0.6446
N -0.8734 -0.3862 1.2236
H -0.8820 -0.1752 -0.3773
H -0.8961 -0.2981 1.0997
H 0.2106 0.1097 0.3194
H -0.7304 -0.2345 0.2328



What did we get for LUMO energy? Answer: 0.2; -3.2 eV, in the order shown.
What did we get for frontier orbital gap? Answer: 0.231; 0.262 Ha, in the order shown.
What did we get for energy? Answer: -4976.22162; -3407.62997 Eh, in the order shown.